DFT (ωB97M-V/def2-TZVPD) results for a molecular structure, C33H32F6N2O7PSScTe at a distorted geometry.

Computed properties:
energy	-4280.6460	Ha

```
! wB97M-V def2-TZVPD RIJCOSX def2/J DEFGRID3
* xyz -2 1
Sc 1.340 -0.853 0.348
C -3.016 2.055 5.211
C -2.885 2.516 3.906
C -2.303 1.710 2.943
C -1.867 0.425 3.262
C -2.002 -0.028 4.570
C -2.568 0.786 5.542
P -1.099 -0.543 1.929
C -0.198 -1.862 2.782
C 1.126 -1.396 3.339
C 1.989 -2.505 3.849
C 1.750 -3.787 3.555
C 0.613 -4.133 2.731
C -0.434 -3.170 2.555
C -2.446 -1.417 1.097
C -3.704 -1.588 1.611
C -4.697 -2.239 0.850
C -4.399 -2.693 -0.404
C -3.109 -2.520 -0.966
C -2.819 -2.966 -2.276
C -1.571 -2.752 -2.790
C -0.574 -2.115 -2.020
C -0.760 -1.663 -0.725
C -2.089 -1.872 -0.213
H -3.452 2.693 5.970
H -3.212 3.515 3.647
H -2.154 2.086 1.937
H -1.661 -1.022 4.832
H -2.655 0.426 6.560
H 0.983 -0.626 4.113
H 2.898 -2.181 4.342
H 2.446 -4.570 3.827
H 0.324 -5.175 2.713
H -1.338 -3.489 2.050
H -3.940 -1.215 2.601
H -5.691 -2.371 1.260
H -5.157 -3.192 -1.000
H -3.594 -3.458 -2.853
H -1.340 -3.074 -3.801
H 0.395 -1.975 -2.496
F 2.598 3.394 2.233
Te 3.085 1.483 2.389
F 2.533 1.575 4.185
F 0.962 1.543 2.220
F 4.732 2.412 2.844
F 4.203 0.025 3.202
O 1.848 -0.881 2.270
N 2.233 -0.182 -3.190
C 2.116 1.092 -3.732
C 1.373 1.283 -4.904
C 1.043 2.557 -5.327
C 1.449 3.671 -4.604
C 2.269 3.490 -3.503
C 2.610 2.215 -3.070
S 0.821 5.288 -5.054
O 1.085 5.413 -6.483
O 1.555 6.229 -4.217
O -0.603 5.198 -4.727
H 2.870 -0.326 -2.415
H 2.221 -0.944 -3.850
H 0.989 0.417 -5.434
H 0.422 2.700 -6.203
H 2.605 4.365 -2.961
H 3.215 2.080 -2.179
C -0.886 1.912 -2.325
N -0.187 2.720 -1.340
C -0.458 4.144 -1.353
C 0.719 2.200 -0.537
O 1.067 1.010 -0.568
H -0.690 2.313 -3.320
H -1.960 1.941 -2.127
H -0.533 0.885 -2.262
H -1.521 4.317 -1.171
H -0.194 4.570 -2.323
H 0.122 4.631 -0.572
H 1.177 2.895 0.173
C 2.464 -4.665 -1.118
O 1.960 -3.394 -0.698
C 1.380 -3.270 0.509
O 1.284 -4.316 1.184
H 3.207 -4.460 -1.884
H 1.656 -5.270 -1.534
H 2.919 -5.198 -0.285
F 3.116 -0.820 -0.327
*
```